A molecular structure, C34H35FKN12O2SSi in a non-equilibrium geometry. Source: OMol25; level of theory: the ωB97M-V functional and the def2-TZVPD basis.

Its total charge is -1. As for the spin multiplicity: 1. The orbital gap is 5.2 eV. The value obtained for the energy above the lowest of the compared OMol25 structures with the same formula, charge and spin is 113.6 kJ/mol.

Positions of all 87 atoms, in Å:
K1 -0.034 0.331 -0.441
C1 -1.820 4.365 2.409
Si1 -1.102 3.729 0.783
C2 -1.375 5.089 -0.493
C3 0.755 3.609 1.048
N1 -1.659 2.202 0.322
C4 -2.922 1.844 0.028
C5 -4.074 2.676 0.045
C6 -5.344 2.239 -0.292
C7 -5.583 0.925 -0.676
C8 -4.494 0.056 -0.703
C9 -3.252 0.516 -0.357
F1 -2.225 -0.404 -0.402
H1 -1.327 5.289 2.719
H2 -1.684 3.625 3.200
H3 -2.889 4.566 2.329
H4 -0.934 6.030 -0.159
H5 -2.435 5.261 -0.687
H6 -0.906 4.814 -1.439
H7 1.211 4.593 1.172
H8 1.260 3.124 0.209
H9 0.961 3.033 1.953
H10 -3.937 3.711 0.336
H11 -6.167 2.945 -0.255
H12 -6.572 0.582 -0.943
H13 -4.598 -0.985 -0.985
S1 0.137 -0.285 8.261
N2 -0.715 -1.133 7.179
C10 -0.208 -0.868 5.984
C11 -0.678 -1.408 4.716
C12 -1.780 -2.255 4.613
C13 -2.170 -2.679 3.365
C14 -1.443 -2.247 2.251
N3 -0.389 -1.455 2.340
C15 -0.009 -1.036 3.548
C16 1.153 -0.110 3.605
N4 1.757 0.171 2.448
C17 2.750 1.042 2.445
C18 3.219 1.670 3.600
C19 2.627 1.358 4.802
C20 1.571 0.449 4.814
C21 0.880 0.046 6.031
N5 1.171 0.451 7.258
H14 -2.309 -2.552 5.509
H15 -3.024 -3.326 3.230
H16 -1.724 -2.552 1.251
H17 3.183 1.263 1.477
H18 4.025 2.387 3.536
H19 2.954 1.804 5.732
C22 -0.408 -1.017 -3.577
N6 0.636 -0.378 -2.796
C23 1.013 0.798 -3.124
C24 2.090 1.505 -2.465
C25 2.619 2.739 -2.859
C26 3.703 2.982 -2.012
C27 3.758 1.878 -1.153
N7 2.791 0.982 -1.406
C28 0.186 -1.999 -4.558
C29 1.168 -2.896 -4.144
C30 1.704 -3.814 -5.029
C31 1.271 -3.851 -6.350
C32 0.301 -2.957 -6.773
C33 -0.233 -2.036 -5.880
H20 -1.027 -0.295 -4.131
H21 -1.068 -1.558 -2.892
H22 0.519 1.335 -3.948
H23 2.253 3.360 -3.663
H24 4.361 3.837 -2.012
H25 4.475 1.707 -0.360
H26 1.521 -2.841 -3.121
H27 2.466 -4.505 -4.692
H28 1.691 -4.569 -7.041
H29 -0.039 -2.970 -7.800
H30 -0.990 -1.337 -6.215
N8 1.888 -1.513 -0.108
N9 2.215 -2.824 -0.399
C34 1.298 -3.770 -0.671
N10 1.785 -5.005 -0.955
N11 0.025 -3.429 -0.587
N12 -0.818 -4.435 -0.942
O1 -1.998 -4.203 -0.773
O2 -0.408 -5.465 -1.482
H31 2.371 -0.840 -0.715
H32 2.007 -1.294 0.876
H33 3.180 -3.125 -0.337
H34 2.749 -5.068 -1.230
H35 1.113 -5.626 -1.393

These are the Löwdin partial charges, in e, on atoms 1 to 2:
1. K 0.754
2. C -0.185



A molecular structure, C34H35FeN4O9Sb2 in a non-equilibrium geometry. Source: OMol25; level of theory: the ωB97M-V functional and the def2-TZVPD basis.

Its total charge is -1. As for the spin multiplicity: 5. The orbital gap (alpha / beta) is 4.4 / 4.4 eV. As for the expectation value of S²: 6.02. The value obtained for the energy above the lowest of the compared OMol25 structures with the same formula, charge and spin is 355.9 kJ/mol.

Positions of all 85 atoms, in Å:
Fe1 -0.914 -0.237 1.176
C1 -2.430 3.659 3.661
O1 -3.703 3.300 3.021
C2 -3.956 1.967 2.893
C3 -5.279 1.656 2.577
C4 -5.765 0.378 2.695
C5 -5.000 -0.736 3.107
C6 -3.604 -0.523 3.110
C7 -2.786 -1.718 3.043
N1 -1.632 -1.717 2.408
N2 -1.049 -2.910 2.143
C8 0.146 -2.763 1.556
O2 0.604 -1.624 1.138
C9 1.011 -3.930 1.477
C10 0.522 -5.215 1.645
C11 1.364 -6.267 1.967
C12 2.745 -6.073 2.022
C13 3.263 -4.822 1.764
C14 2.393 -3.769 1.481
C15 -3.069 0.828 2.912
O3 -1.799 1.013 2.530
H1 -1.879 4.164 2.862
H2 -2.746 4.302 4.488
H3 -1.807 2.771 3.914
H4 -5.956 2.373 2.179
H5 -6.867 0.157 2.448
H6 -5.499 -1.697 3.315
H7 -3.199 -2.675 3.424
H8 -0.571 -5.325 1.481
H9 0.874 -7.233 2.132
H10 3.384 -6.944 2.102
H11 4.311 -4.680 1.647
H12 2.793 -2.790 1.299
C16 4.322 2.122 2.839
Sb1 2.920 1.410 1.289
C17 4.575 0.455 0.207
C18 2.580 3.428 0.235
C19 3.550 3.533 -0.869
C20 4.684 4.308 -0.736
C21 5.363 4.796 -1.862
C22 4.827 4.520 -3.146
C23 3.882 3.515 -3.271
C24 3.333 2.876 -2.136
C25 2.683 1.601 -2.330
Sb2 0.370 2.018 -2.064
C26 -0.807 3.814 -2.373
C27 0.001 1.300 -4.130
H13 5.170 2.567 2.352
H14 4.658 1.338 3.469
H15 3.824 2.874 3.466
H16 5.266 1.215 -0.099
H17 4.188 -0.004 -0.709
H18 4.985 -0.312 0.851
H19 2.621 4.225 0.945
H20 1.586 3.418 -0.255
H21 4.977 4.565 0.276
H22 6.225 5.494 -1.752
H23 5.140 5.011 -4.102
H24 3.533 3.262 -4.259
H25 2.825 0.828 -1.575
H26 2.840 1.277 -3.380
H27 -0.228 4.559 -2.900
H28 -1.127 4.258 -1.451
H29 -1.652 3.556 -2.981
H30 0.836 0.763 -4.512
H31 -0.201 2.218 -4.691
H32 -0.889 0.687 -4.001
O4 -2.678 1.234 -1.942
C28 -1.976 0.299 -1.563
O5 -0.878 0.474 -0.754
C29 -2.272 -1.160 -1.894
C30 -3.609 -1.458 -2.291
C31 -4.075 -2.749 -2.519
C32 -3.228 -3.843 -2.586
C33 -1.959 -3.574 -2.148
C34 -1.457 -2.281 -1.848
N3 -1.096 -4.700 -1.879
O6 -1.611 -5.650 -1.247
O7 0.080 -4.580 -2.187
N4 -5.513 -2.843 -2.255
O8 -6.154 -1.773 -2.197
O9 -5.959 -3.960 -1.923
H33 -4.365 -0.689 -2.315
H34 -3.606 -4.866 -2.810
H35 -0.402 -2.294 -1.605

These are the Löwdin partial charges, in e, on atoms 1 to 2:
1. Fe 0.891
2. C -0.037



A molecular structure, C34H35IrN3O4S3 in a non-equilibrium geometry. Source: OMol25; level of theory: the ωB97M-V functional and the def2-TZVPD basis.

Its total charge is +1. As for the spin multiplicity: 1. The orbital gap is 5.9 eV. The value obtained for the energy above the lowest of the compared OMol25 structures with the same formula, charge and spin is 38.7 kJ/mol.

Positions of all 80 atoms, in Å:
Ir1 -0.339 -0.022 -0.085
S1 -2.618 -0.313 -0.408
C1 -2.963 -1.900 0.263
C2 -4.287 -2.278 0.497
C3 -4.577 -3.543 0.975
C4 -3.543 -4.441 1.236
C5 -2.231 -4.061 1.022
C6 -1.942 -2.788 0.525
S2 -0.280 -2.325 0.208
H1 -5.079 -1.568 0.290
H2 -5.606 -3.831 1.144
H3 -3.766 -5.435 1.602
H4 -1.411 -4.740 1.226
O1 -2.235 0.519 6.599
C7 -1.038 1.091 6.122
C8 -0.941 0.858 4.642
C9 -1.650 -0.159 4.024
C10 -1.501 -0.353 2.663
N1 -0.697 0.408 1.915
C11 -0.024 1.416 2.499
C12 -0.119 1.654 3.855
C13 0.752 2.264 1.586
C14 1.631 3.250 2.004
C15 2.283 4.027 1.059
C16 3.252 5.094 1.478
O2 3.563 4.931 2.846
C17 1.997 3.800 -0.283
C18 1.129 2.782 -0.618
N2 0.528 2.017 0.296
H5 -2.340 0.725 7.532
H6 -0.163 0.626 6.597
H7 -0.992 2.166 6.324
H8 -2.325 -0.776 4.599
H9 -2.036 -1.137 2.151
H10 0.424 2.476 4.303
H11 1.840 3.425 3.048
H12 2.791 6.072 1.294
H13 4.150 5.028 0.855
H14 4.197 5.604 3.109
H15 2.452 4.399 -1.063
H16 0.898 2.561 -1.650
C19 0.704 1.788 -5.402
N3 -0.065 1.559 -4.180
C20 -1.283 2.336 -3.941
C21 0.287 0.662 -3.256
C22 1.462 -0.234 -3.494
O3 -0.411 0.577 -2.222
H17 0.160 2.486 -6.029
H18 0.842 0.865 -5.962
H19 1.681 2.221 -5.184
H20 -1.595 2.807 -4.868
H21 -1.121 3.103 -3.182
H22 -2.071 1.677 -3.583
H23 2.179 0.164 -4.205
H24 1.085 -1.189 -3.868
H25 1.939 -0.425 -2.537
O4 1.988 -0.335 -0.395
S3 3.081 -1.261 0.130
C23 2.661 -1.746 1.788
C24 2.396 -0.783 2.753
C25 2.019 -1.191 4.019
C26 1.902 -2.549 4.308
C27 2.166 -3.498 3.335
C28 2.553 -3.098 2.063
C29 4.412 -0.134 0.552
C30 4.391 1.136 0.007
C31 5.447 2.002 0.267
C32 6.509 1.586 1.054
C33 6.521 0.302 1.590
C34 5.471 -0.565 1.342
H26 2.500 0.268 2.513
H27 1.826 -0.455 4.788
H28 1.608 -2.860 5.302
H29 2.077 -4.551 3.564
H30 2.758 -3.829 1.292
H31 3.555 1.438 -0.610
H32 5.444 2.999 -0.157
H33 7.332 2.258 1.252
H34 7.352 -0.022 2.202
H35 5.470 -1.565 1.758

These are the Löwdin partial charges, in e, on atoms 1 to 2:
1. Ir 0.892
2. S 0.645



A molecular structure, C34H35N10O2SV in a non-equilibrium geometry. Source: OMol25; level of theory: the ωB97M-V functional and the def2-TZVPD basis.

Its total charge is -1. As for the spin multiplicity: 4. The orbital gap (alpha / beta) is 4.1 / 5.0 eV. As for the expectation value of S²: 3.90.

Positions of all 83 atoms, in Å:
V1 -0.018 -0.627 0.857
N1 -1.113 3.596 0.882
C1 -0.173 2.652 0.623
N2 0.015 1.533 1.225
C2 -0.876 1.157 2.301
N3 -0.991 0.040 3.027
N4 -0.171 -1.153 2.942
C3 0.629 -1.199 3.941
C4 1.884 -1.608 3.409
C5 2.958 -2.169 4.063
C6 4.076 -2.422 3.275
C7 4.055 -2.080 1.918
C8 2.911 -1.488 1.390
N5 1.806 -1.231 2.113
C9 -1.857 2.242 2.737
C10 -2.673 2.074 3.867
C11 -3.547 3.088 4.262
C12 -3.620 4.268 3.526
C13 -2.815 4.440 2.398
C14 -1.919 3.437 2.008
H1 -1.074 4.497 0.429
H2 0.493 2.933 -0.210
H3 0.521 -0.743 4.935
H4 2.925 -2.414 5.115
H5 4.959 -2.883 3.707
H6 4.914 -2.269 1.284
H7 2.853 -1.201 0.344
H8 -2.630 1.156 4.449
H9 -4.173 2.952 5.141
H10 -4.306 5.056 3.830
H11 -2.889 5.365 1.833
C15 -0.843 -5.242 -1.943
C16 -0.246 -4.382 -2.860
C17 0.358 -3.199 -2.420
C18 0.398 -2.849 -1.058
C19 -0.232 -3.726 -0.162
C20 -0.839 -4.912 -0.592
N6 0.935 -1.698 -0.581
C21 2.122 -1.277 -1.086
C22 2.312 0.094 -1.319
C23 3.524 0.600 -1.802
C24 4.589 -0.260 -2.052
C25 4.439 -1.622 -1.810
C26 3.224 -2.118 -1.326
H12 -1.313 -6.159 -2.280
H13 -0.248 -4.616 -3.918
H14 0.806 -2.528 -3.151
H15 -0.239 -3.477 0.897
H16 -1.306 -5.565 0.136
H17 1.489 0.778 -1.122
H18 3.625 1.666 -1.977
H19 5.529 0.128 -2.425
H20 5.260 -2.307 -1.988
H21 3.127 -3.184 -1.126
S1 -4.709 0.065 2.204
C27 -3.033 -0.182 1.723
N7 -1.929 -0.345 1.406
O1 -0.369 -2.407 1.557
O2 0.584 -3.261 1.643
C28 -0.948 3.806 -3.167
C29 0.265 3.574 -2.290
N8 -0.042 2.559 -1.320
C30 -0.756 1.434 -1.584
N9 -0.631 0.448 -0.762
C31 -1.398 -0.766 -1.044
C32 -2.676 -0.477 -1.811
C33 -2.318 0.297 -3.065
N10 -1.566 1.486 -2.692
C34 -1.373 2.470 -3.750
H22 -0.718 4.519 -3.965
H23 -1.767 4.228 -2.570
H24 0.541 4.501 -1.778
H25 1.125 3.261 -2.893
H26 0.627 2.420 -0.572
H27 -1.653 -1.246 -0.093
H28 -0.765 -1.469 -1.598
H29 -3.358 0.114 -1.187
H30 -3.187 -1.410 -2.068
H31 -3.237 0.574 -3.594
H32 -1.718 -0.323 -3.741
H33 -2.300 2.609 -4.317
H34 -0.613 2.104 -4.451
H35 1.295 0.272 0.121

These are the Löwdin partial charges, in e, on atoms 1 to 2:
1. V 0.847
2. N 0.150



2 unconnected molecules or ions with the total composition C34H35N2O in a non-equilibrium geometry. Source: OMol25; level of theory: the ωB97M-V functional and the def2-TZVPD basis.

Its total charge is +1. As for the spin multiplicity: 1. The orbital gap is 5.1 eV. The value obtained for the energy above the lowest of the compared OMol25 structures with the same formula, charge and spin is 11.8 kJ/mol.

Positions of all 72 atoms, in Å:
C1 -2.220 3.484 2.236
N1 -1.024 2.762 1.861
C2 -0.720 1.381 2.198
C3 -1.910 0.346 2.055
C4 -2.474 0.458 0.635
C5 -3.012 0.598 3.116
C6 -1.313 -1.042 2.274
N2 0.459 1.142 1.356
C7 1.189 2.411 1.294
C8 2.308 2.520 0.207
C9 3.674 2.127 0.774
C10 4.218 2.871 1.845
C11 5.363 2.425 2.521
C12 5.999 1.246 2.102
C13 5.563 0.587 0.944
C14 4.412 1.033 0.272
C15 0.010 3.387 1.198
O1 -0.050 4.480 0.642
H1 -2.051 4.548 2.059
H2 -3.087 3.152 1.655
H3 -2.447 3.363 3.303
H4 -0.437 1.348 3.285
H5 -1.782 -0.007 -0.076
H6 -3.437 -0.068 0.541
H7 -2.630 1.508 0.341
H8 -2.659 1.204 3.964
H9 -3.910 1.079 2.701
H10 -3.365 -0.360 3.537
H11 -0.727 -1.079 3.209
H12 -2.114 -1.792 2.337
H13 -0.663 -1.331 1.440
H14 1.075 0.384 1.653
H15 1.707 2.686 2.248
H16 2.047 1.865 -0.646
H17 2.342 3.590 -0.112
H18 3.720 3.793 2.172
H19 5.745 2.989 3.380
H20 6.849 0.865 2.663
H21 6.112 -0.287 0.571
H22 4.089 0.513 -0.642
C16 -0.921 -1.439 -1.781
C17 -1.054 -0.255 -2.611
C18 -2.306 0.209 -3.135
C19 -2.343 1.098 -4.215
C20 -1.177 1.780 -4.596
C21 0.050 1.460 -3.970
C22 0.119 0.407 -3.060
C23 0.304 -1.968 -1.229
C24 0.101 -3.347 -0.875
C25 1.159 -4.247 -0.755
C26 2.455 -3.756 -0.895
C27 2.672 -2.365 -1.007
C28 1.600 -1.462 -1.068
C29 -1.291 -3.652 -1.051
C30 -1.926 -2.497 -1.647
C31 -3.268 -2.642 -2.011
C32 -3.931 -3.842 -1.714
C33 -3.275 -4.960 -1.178
C34 -1.909 -4.890 -0.908
H23 -3.254 -0.132 -2.726
H24 -3.279 1.328 -4.729
H25 -1.212 2.525 -5.396
H26 0.964 2.013 -4.231
H27 1.114 0.040 -2.795
H28 0.959 -5.303 -0.570
H29 3.295 -4.450 -0.877
H30 3.706 -2.004 -1.068
H31 1.779 -0.391 -0.990
H32 -3.837 -1.866 -2.516
H33 -4.990 -3.926 -1.958
H34 -3.811 -5.888 -1.000
H35 -1.343 -5.757 -0.551

These are the Löwdin partial charges, in e, on atoms 1 to 2:
1. C -0.021
2. N -0.049



A molecular structure, C34H35N4O4PbS2 in a non-equilibrium geometry. Source: OMol25; level of theory: the ωB97M-V functional and the def2-TZVPD basis.

Its total charge is +1. As for the spin multiplicity: 1. The orbital gap is 7.8 eV.

Positions of all 80 atoms, in Å:
Pb1 -2.156 -1.240 1.022
O1 1.382 -2.196 0.202
C1 2.604 -1.599 0.209
C2 3.120 -0.717 1.145
C3 4.402 -0.250 0.924
C4 5.161 -0.662 -0.177
C5 4.649 -1.544 -1.100
C6 3.342 -1.997 -0.912
C7 2.473 -2.851 -1.625
N1 1.338 -2.960 -0.974
N2 0.339 -3.714 -1.352
C8 -0.816 -3.897 -0.704
O2 -1.201 -3.351 0.362
C9 -1.668 -4.931 -1.340
C10 -1.467 -5.345 -2.656
C11 -2.300 -6.299 -3.216
C12 -3.328 -6.857 -2.469
C13 -3.524 -6.457 -1.155
C14 -2.703 -5.494 -0.596
H1 2.548 -0.420 2.009
H2 4.838 0.438 1.635
H3 6.169 -0.288 -0.292
H4 5.228 -1.887 -1.946
H5 2.626 -3.379 -2.548
H6 -0.662 -4.915 -3.233
H7 -2.142 -6.611 -4.240
H8 -3.969 -7.609 -2.909
H9 -4.318 -6.899 -0.569
H10 -2.842 -5.181 0.430
C15 -1.791 3.050 5.214
C16 -0.343 2.616 4.996
N3 -0.205 1.233 4.532
C17 0.256 0.253 5.512
C18 -0.859 -0.178 6.459
C19 -0.542 0.933 3.272
S1 -0.305 -0.738 2.763
N4 -0.886 1.947 2.503
C20 -1.553 2.045 1.366
O3 -2.244 1.147 0.800
C21 -1.578 3.425 0.792
C22 -1.243 4.528 1.577
C23 -1.390 5.814 1.084
C24 -1.843 6.016 -0.212
C25 -2.153 4.925 -1.010
C26 -2.041 3.641 -0.506
H11 -1.814 4.098 5.514
H12 -2.271 2.461 5.993
H13 -2.359 2.941 4.292
H14 0.219 2.712 5.924
H15 0.110 3.262 4.243
H16 1.070 0.708 6.077
H17 0.650 -0.610 4.984
H18 -1.233 0.673 7.025
H19 -0.481 -0.916 7.164
H20 -1.682 -0.619 5.898
H21 -0.889 4.365 2.583
H22 -1.160 6.662 1.715
H23 -1.959 7.022 -0.593
H24 -2.502 5.079 -2.023
H25 -2.317 2.794 -1.110
C27 3.914 1.727 -4.692
C28 2.635 1.349 -4.006
C29 1.871 0.266 -4.436
C30 0.675 -0.056 -3.817
C31 0.223 0.723 -2.764
C32 0.982 1.793 -2.303
C33 2.177 2.103 -2.927
S2 -1.353 0.486 -1.935
C34 -2.354 0.208 -3.418
O4 -1.295 -0.883 -1.284
H26 4.164 1.029 -5.488
H27 4.738 1.770 -3.978
H28 3.816 2.720 -5.133
H29 2.212 -0.328 -5.275
H30 0.103 -0.907 -4.165
H31 0.623 2.385 -1.470
H32 2.755 2.951 -2.584
H33 -2.012 -0.676 -3.949
H34 -2.274 1.096 -4.042
H35 -3.381 0.065 -3.087

These are the Löwdin partial charges, in e, on atoms 1 to 2:
1. Pb 1.305
2. O 0.103



Number 1: E -95559.0143 eV. Number 2: E -107667.2218 eV. Number 3: E -83827.0326 eV. Number 4: E -91317.9006 eV. Number 5: E -40846.9618 eV. Number 6: E -76888.6545 eV.